71
Properties=species:S:1:pos:R:3 method="wB97M-V/def2-TZVPD" e_tot_ev=-46322.243 spin_multiplicity=1 lumo_ev=-5.23 charge=+2
Pt 0.24 0.43 0.33
C -0.80 1.71 2.83
N -0.10 2.14 1.59
C -0.78 3.23 0.84
C -1.57 2.65 -0.29
N -1.32 1.45 -0.76
C -2.17 1.25 -1.85
C -2.31 0.16 -2.70
C -3.25 0.28 -3.70
C -4.02 1.44 -3.86
C -3.88 2.53 -3.02
C -2.93 2.41 -2.01
N -2.52 3.28 -1.00
C -1.46 0.40 2.59
N -1.20 -0.31 1.51
C -1.96 -1.48 1.58
C -2.10 -2.55 0.70
C -2.97 -3.56 1.08
C -3.68 -3.50 2.29
C -3.56 -2.44 3.16
C -2.68 -1.43 2.77
N -2.33 -0.23 3.38
H -1.54 2.45 3.12
H -0.07 1.62 3.63
H 0.83 2.45 1.86
H -0.02 3.91 0.45
H -1.42 3.82 1.51
H -1.71 -0.73 -2.56
H -3.40 -0.54 -4.39
H -4.75 1.49 -4.66
H -4.48 3.42 -3.15
H -2.86 4.21 -0.84
H -1.56 -2.58 -0.23
H -3.11 -4.41 0.43
H -4.35 -4.32 2.55
H -4.11 -2.39 4.09
H -2.69 0.12 4.26
C 1.52 -1.61 -2.80
C 1.32 -1.87 -1.31
C 1.07 -3.35 -1.07
O 0.18 -1.14 -0.83
H 2.37 -2.17 -3.19
H 1.67 -0.55 -3.01
H 0.63 -1.93 -3.35
H 2.22 -1.59 -0.76
H 0.16 -3.67 -1.60
H 0.95 -3.57 -0.01
H 1.90 -3.94 -1.45
C 3.26 -1.27 3.66
C 3.39 0.03 3.19
C 2.54 0.50 2.20
C 1.55 -0.33 1.66
C 1.41 -1.62 2.14
C 2.27 -2.09 3.13
H 3.92 -1.64 4.42
H 4.15 0.68 3.60
H 2.69 1.51 1.83
H 0.65 -2.27 1.74
H 2.16 -3.11 3.48
C 5.03 1.31 -2.24
N 3.62 1.50 -1.88
C 2.69 2.22 -2.59
C 1.50 2.07 -1.95
N 1.71 1.26 -0.85
C 3.00 0.92 -0.85
H 5.43 2.25 -2.61
H 5.12 0.55 -3.01
H 5.58 1.01 -1.36
H 2.95 2.77 -3.48
H 0.54 2.46 -2.22
H 3.49 0.29 -0.13

***

12
Properties=species:S:1:pos:R:3 method="wB97M-V/def2-TZVPD" e_tot_ev=-8696.863 spin_multiplicity=1 lumo_ev=-0.21
C -1.84 1.08 0.76
N 0.11 -0.86 -1.04
C 1.28 -0.88 -0.55
C 2.41 -1.57 -1.15
N 3.30 -2.12 -1.64
C 0.55 1.46 1.69
N -0.54 1.31 1.28
H -1.78 0.25 0.05
H -2.19 1.98 0.24
H -2.53 0.83 1.57
H 0.07 -1.39 -1.92
H 1.47 -0.35 0.39

***

124
Properties=species:S:1:pos:R:3 method="wB97M-V/def2-TZVPD" e_tot_ev=-126432.012 spin_multiplicity=2 lumo_ev=0.21 s2=0.754
C 4.60 2.72 1.28
C 4.04 3.11 -0.06
C 5.02 3.62 -1.09
C 2.73 3.03 -0.25
C 2.04 2.68 -1.54
C 0.51 2.90 -1.52
C -0.28 1.63 -1.84
C -0.19 1.25 -3.33
C -1.74 1.72 -1.34
C -1.83 1.46 0.17
C -3.10 1.94 0.97
C -4.05 0.75 1.22
O -5.07 0.50 0.23
C -4.81 -0.21 -0.86
F -4.71 0.56 -1.96
F -3.68 -0.95 -0.77
F -5.82 -1.09 -1.09
C -3.93 3.05 0.31
C -3.52 4.52 0.54
C -2.42 5.01 -0.40
C -4.74 5.40 0.25
N -3.15 4.74 1.98
O -4.18 4.98 2.71
C -2.19 3.81 2.62
C -2.24 4.06 4.13
C -0.73 4.10 2.20
C -2.62 2.35 2.39
H 4.80 1.65 1.26
H 5.53 3.24 1.52
H 3.89 2.93 2.08
H 4.74 4.64 -1.35
H 5.13 3.02 -1.99
H 6.02 3.65 -0.65
H 2.08 3.18 0.61
H 2.27 1.63 -1.73
H 2.48 3.23 -2.38
H 0.27 3.68 -2.24
H 0.24 3.21 -0.51
H 0.19 0.82 -1.27
H 0.45 0.38 -3.47
H 0.22 2.05 -3.94
H -1.17 0.97 -3.73
H -2.32 0.99 -1.91
H -2.12 2.71 -1.60
H -0.94 1.89 0.62
H -1.73 0.39 0.32
H -4.63 0.97 2.11
H -3.50 -0.17 1.42
H -4.01 2.89 -0.77
H -4.95 2.97 0.69
H -2.10 6.01 -0.09
H -1.54 4.37 -0.44
H -2.82 5.10 -1.41
H -4.85 5.49 -0.83
H -4.60 6.40 0.65
H -5.66 4.98 0.65
H -1.34 3.63 4.58
H -3.11 3.62 4.60
H -2.23 5.13 4.34
H -0.14 3.18 2.16
H -0.64 4.63 1.26
H -0.26 4.73 2.95
H -1.75 1.73 2.62
H -3.37 2.11 3.15
C 7.42 -0.19 -3.51
S 7.13 0.16 -1.77
O 7.27 1.64 -1.61
C 8.65 -0.58 -1.17
H 6.60 0.24 -4.07
H 8.36 0.26 -3.83
H 7.44 -1.27 -3.66
H 9.50 -0.09 -1.63
H 8.64 -1.65 -1.39
H 8.68 -0.43 -0.09
C -2.20 -3.71 0.44
S -1.82 -2.34 1.53
O -0.45 -1.88 1.17
C -1.69 -3.30 3.03
H -2.28 -3.32 -0.57
H -1.40 -4.45 0.50
H -3.15 -4.16 0.74
H -0.93 -4.07 2.90
H -2.66 -3.75 3.26
H -1.41 -2.63 3.85
C 7.71 -2.03 -8.73
S 7.03 -0.91 -7.50
O 7.96 -0.94 -6.34
C 5.63 -1.93 -7.06
H 8.63 -1.59 -9.10
H 7.92 -3.00 -8.26
H 7.00 -2.15 -9.55
H 5.98 -2.90 -6.71
H 4.97 -2.05 -7.92
H 5.09 -1.42 -6.26
C -6.02 -4.05 -0.62
S -5.77 -5.47 0.44
O -5.20 -6.56 -0.40
C -7.51 -5.85 0.69
H -5.04 -3.69 -0.92
H -6.59 -4.35 -1.50
H -6.54 -3.28 -0.07
H -7.97 -6.03 -0.28
H -7.99 -5.02 1.20
H -7.56 -6.75 1.30
C 2.42 -3.83 -1.45
S 2.79 -2.34 -0.51
O 4.16 -1.92 -0.92
C 2.92 -3.14 1.09
H 2.33 -3.55 -2.49
H 3.24 -4.55 -1.32
H 1.48 -4.25 -1.10
H 3.70 -3.91 1.04
H 1.96 -3.58 1.34
H 3.19 -2.38 1.81
C -3.20 -3.41 8.26
S -1.71 -3.31 7.26
O -2.07 -2.54 6.04
C -1.68 -5.04 6.78
H -3.42 -2.40 8.62
H -4.02 -3.77 7.65
H -3.02 -4.07 9.11
H -2.62 -5.29 6.28
H -1.55 -5.66 7.67
H -0.84 -5.18 6.11

***

21
Properties=species:S:1:pos:R:3 method="wB97M-V/def2-TZVPD" e_tot_ev=-19205.402 spin_multiplicity=1 lumo_ev=1.66 charge=-1
C 1.30 -0.57 -0.83
N 0.08 0.23 -0.97
C -0.99 -0.23 0.10
C -1.90 0.88 0.50
S -2.73 0.66 2.10
C -1.76 -1.48 -0.43
C 2.10 0.17 0.18
N 2.74 1.18 -0.53
H 1.23 -1.71 -0.56
H 2.03 -0.51 -1.77
H 0.61 1.10 -0.78
H -0.27 -0.55 0.90
H -1.41 1.91 0.55
H -2.80 0.88 -0.27
H -2.28 -1.35 -1.41
H -2.57 -1.80 0.37
H -1.19 -2.46 -0.63
H 2.59 -0.56 1.02
H 0.78 1.44 1.46
H 3.10 1.93 0.12
H 1.33 0.81 0.87

***

9
Properties=species:S:1:pos:R:3 method="wB97M-V/def2-TZVPD" e_tot_ev=-30130.374 spin_multiplicity=1 lumo_ev="-6.49 / -7.57" charge=+1
C -1.59 -0.27 -0.41
C 0.72 0.83 0.38
N -1.02 -1.30 -0.90
N 1.69 1.65 0.91
Cl -1.94 -2.87 -1.22
Cl 0.51 -1.29 -1.59
H -2.61 -0.56 0.21
H 2.67 1.82 0.52
H 1.57 1.98 2.11

***

19
Properties=species:S:1:pos:R:3 method="wB97M-V/def2-TZVPD" e_tot_ev=-10276.862 spin_multiplicity=1 lumo_ev=-4.46 charge=+1
C -1.08 0.59 0.01
C -0.88 1.31 -1.29
C 2.54 0.53 0.60
C -1.63 -1.28 1.37
N 1.31 -1.15 -2.02
N 1.47 -0.77 -0.97
N 1.41 -0.35 0.16
N -1.34 -0.69 0.06
H -1.70 1.80 -1.64
H -0.60 0.72 -2.16
H -0.13 2.13 -1.23
H 2.36 0.74 1.62
H 3.46 -0.18 0.48
H 2.47 1.46 0.08
H -1.03 -2.20 1.30
H -2.69 -1.73 1.30
H -1.44 -0.69 2.27
H -1.08 1.14 0.85
H -1.41 -1.37 -0.78

***

59
Properties=species:S:1:pos:R:3 method="wB97M-V/def2-TZVPD" e_tot_ev=-72489.138 spin_multiplicity=1 lumo_ev=-0.93
Cl -3.31 -4.07 -2.17
B -2.36 -3.78 -0.59
Cl -3.49 -2.82 0.58
Cl -2.03 -5.43 0.24
O -1.29 -2.96 -0.73
C 0.02 -2.81 -0.29
C 0.87 -3.12 -1.63
C 2.23 -3.47 -1.66
C 2.87 -3.98 -2.82
C 2.15 -4.17 -4.01
C 0.79 -3.85 -3.97
C 0.17 -3.33 -2.82
H 0.34 -3.55 0.55
H 2.82 -3.33 -0.75
H 3.93 -4.26 -2.81
H 2.60 -4.62 -4.91
H 0.13 -3.94 -4.84
H -0.90 -3.10 -2.82
C -5.76 0.02 -0.04
C -4.72 0.61 0.93
C -3.76 1.51 0.09
C -2.30 1.63 0.46
O -1.76 0.23 0.30
C -0.51 -0.01 0.48
C -0.03 -1.43 0.48
O 0.24 1.03 0.84
Si 1.75 1.82 0.47
C 3.10 0.60 0.13
C 1.29 2.92 -0.94
C 2.29 2.91 2.00
C 2.63 2.00 3.20
C 1.15 3.87 2.35
C 3.53 3.67 1.53
H -6.62 -0.40 0.47
H -6.15 0.77 -0.74
H -5.24 -0.76 -0.60
H -5.26 1.22 1.67
H -4.15 -0.17 1.46
H -3.76 1.13 -0.96
H -4.24 2.51 0.10
H -1.76 2.29 -0.26
H -2.14 1.91 1.51
H 1.05 -1.32 0.57
H -0.47 -1.90 1.39
H 4.03 1.16 -0.07
H 3.26 -0.08 0.98
H 2.83 0.04 -0.79
H 2.19 3.43 -1.31
H 0.87 2.30 -1.74
H 0.55 3.68 -0.65
H 3.46 1.31 2.96
H 2.96 2.65 4.02
H 1.77 1.43 3.54
H 0.90 4.52 1.50
H 0.25 3.34 2.68
H 1.49 4.51 3.17
H 3.30 4.33 0.68
H 3.88 4.29 2.36
H 4.35 3.00 1.24

***

16
Properties=species:S:1:pos:R:3 method="wB97M-V/def2-TZVPD" e_tot_ev=-6382.845 spin_multiplicity=1 lumo_ev=1.21
C -1.30 0.98 -1.18
C -0.61 0.15 -0.08
C 0.44 0.83 1.02
C 1.34 -0.34 1.37
C 1.17 -1.34 0.51
C 0.16 -1.06 -0.58
H -1.89 0.34 -1.86
H -0.56 1.51 -1.80
H -2.01 1.72 -0.79
H -1.44 -0.24 0.54
H 1.07 1.74 0.90
H -0.42 1.06 1.60
H 2.14 -0.36 2.12
H 1.72 -2.27 0.53
H 0.68 -0.80 -1.51
H -0.49 -1.92 -0.78

***

19
Properties=species:S:1:pos:R:3 method="wB97M-V/def2-TZVPD" e_tot_ev=-9936.558 spin_multiplicity=1 lumo_ev=0.66
C -0.75 0.52 2.40
C -0.79 1.81 1.87
N -0.95 1.74 0.51
C -0.96 0.31 0.15
C -0.89 -0.37 1.38
C -0.87 -1.89 1.45
C -0.83 -0.28 -1.17
H -0.64 0.36 3.45
H -0.78 2.79 2.35
H -0.66 2.46 -0.14
H -1.76 -2.23 0.82
H 0.12 -2.07 0.98
H -1.13 -2.31 2.42
H -1.28 -1.28 -1.10
H 0.12 -0.19 -1.67
H -1.63 0.19 -1.76
H 4.14 -0.19 -3.44
H 4.81 0.72 -4.44
O 4.75 -0.09 -4.07

***

68
Properties=species:S:1:pos:R:3 method="wB97M-V/def2-TZVPD" e_tot_ev=-138498.708 spin_multiplicity=4 lumo_ev="4.38 / 3.53" charge=-2 s2=3.888
Mo 0.22 0.23 0.31
C 1.14 -2.02 -2.87
P 1.13 -0.43 -1.92
C 1.27 0.79 -3.27
C 2.91 -0.54 -1.39
C 3.09 -1.65 -0.34
P 1.70 -1.76 0.90
C 1.24 -3.53 0.79
C 2.58 -1.78 2.48
H 2.16 -2.20 -3.22
H 0.48 -1.93 -3.73
H 0.81 -2.85 -2.26
H 2.09 0.53 -3.93
H 1.44 1.78 -2.83
H 0.33 0.81 -3.82
H 3.18 0.42 -0.96
H 3.55 -0.72 -2.26
H 4.02 -1.50 0.21
H 3.15 -2.63 -0.84
H 2.13 -4.16 0.87
H 0.72 -3.73 -0.15
H 0.56 -3.75 1.61
H 3.34 -2.57 2.46
H 1.87 -1.99 3.28
H 3.06 -0.82 2.67
O 0.63 2.47 3.70
C 0.80 1.71 2.78
O -0.11 0.94 2.24
C 2.19 1.54 2.10
O 3.22 1.95 2.59
O 2.13 0.89 0.97
N -3.24 -1.87 -3.65
C -2.19 -1.59 -2.80
N -2.00 -2.48 -1.78
O -1.41 -0.67 -3.02
H -4.07 -2.24 -3.20
H -3.44 -1.09 -4.27
H -2.83 -2.96 -1.47
H -1.48 -2.07 -1.01
F -0.82 -1.99 2.34
As -1.28 -2.37 3.99
F -0.12 -3.68 3.94
F -2.48 -3.46 3.38
F -1.71 -2.81 5.61
F -2.41 -1.08 3.99
F -0.03 -1.34 4.59
C 0.00 2.08 -0.34
C 0.42 3.37 -0.50
C 1.78 3.69 -0.84
C 2.18 5.00 -1.02
C 1.27 6.05 -0.89
C -0.06 5.77 -0.53
C -0.48 4.48 -0.33
H 2.50 2.88 -0.89
H 3.22 5.20 -1.26
H 1.59 7.08 -1.05
H -0.75 6.59 -0.39
H -1.50 4.27 -0.03
N -2.78 1.28 1.37
C -2.88 0.21 0.55
O -1.84 -0.37 0.13
C -4.17 -0.22 0.13
C -5.33 0.53 0.46
N -6.27 1.14 0.74
C -4.37 -1.41 -0.60
N -4.56 -2.39 -1.20
H -1.89 1.39 1.84
H -3.61 1.57 1.85

***

8
Properties=species:S:1:pos:R:3 method="wB97M-V/def2-TZVPD" e_tot_ev=-26917.837 spin_multiplicity=1 lumo_ev=-0.50
C -1.13 -0.16 0.12
F -1.57 -1.24 -0.59
F -1.45 -0.46 1.37
Si 1.42 0.19 0.02
Cl -2.11 1.16 -0.54
H 2.08 0.67 1.12
H 0.94 1.07 -1.01
H 1.81 -1.21 -0.49

***

14
Properties=species:S:1:pos:R:3 method="wB97M-V/def2-TZVPD" e_tot_ev=-8371.261 spin_multiplicity=1 lumo_ev=0.84
C -0.93 0.20 -1.11
C -0.07 0.49 0.11
O 0.27 1.84 0.29
C -0.08 -0.40 1.32
C 1.05 -0.50 0.33
O 1.09 -1.63 -0.48
H -1.75 -0.49 -0.92
H -0.33 -0.26 -1.92
H -1.31 1.13 -1.53
H -0.23 2.18 1.04
H 0.16 0.07 2.28
H -0.77 -1.23 1.38
H 2.01 -0.07 0.61
H 0.88 -1.33 -1.39

***

no.,molar mass (g/mol)
1,690.7
2,95.1
3,861.3
4,133.2
5,126.0
6,115.2
7,453.7
8,82.1
9,113.2
10,780.3
11,116.6
12,88.1